No. 1
Formula: C56H63BrMgN3O6S2Si
Source: the OMol25 dataset
Level of theory: ωB97M-V/def2-TZVPD

Output
- Net charge: -1
- Energy above the lowest of the compared OMol25 structures with the same formula, charge and spin: 65.2 kcal per mole
- Maximum force: 1.82 eV/A

Geometry as XYZ:
```
133
Properties=species:S:1:pos:R:3:forces:R:3:mulliken_charge:R:1
Mg -0.50218 -2.00899 0.04418 1.2 -0.2 -0.2 0.45
C -5.71632 -2.78683 3.39236 0.0 -0.2 0.1 -1.76
C -5.14260 -1.62005 2.61338 0.1 -0.2 0.0 1.44
C -6.01069 -0.38671 2.73120 -0.1 0.1 0.0 -1.79
O -3.84218 -1.31351 3.09472 0.0 0.1 -0.3 -0.47
C -2.87415 -1.56118 2.08343 0.2 -0.3 -0.1 0.21
C -3.64200 -2.20636 0.91586 0.2 0.1 -0.1 -1.14
O -5.01224 -1.98777 1.24642 0.1 0.3 -0.1 -0.42
C -3.32025 -1.63361 -0.53453 0.2 -0.2 0.0 3.94
O -2.06853 -2.08644 -0.96886 -1.0 0.7 0.1 -0.53
C -4.36610 -2.19000 -1.53223 0.1 0.0 0.1 -0.53
C -4.80835 -3.50705 -1.41798 -0.1 -0.1 0.0 -0.48
C -5.66654 -4.06390 -2.35795 0.1 0.1 0.0 -0.85
C -6.10239 -3.31401 -3.44468 0.0 0.0 0.0 -0.57
C -5.66203 -2.00429 -3.57855 0.1 0.0 0.1 -0.89
C -4.79826 -1.45446 -2.63469 0.0 0.0 0.0 -0.28
C -3.38269 -0.08619 -0.51734 0.0 -0.1 -0.1 -0.30
C -2.24321 0.67721 -0.76044 0.0 0.0 0.1 -0.34
C -2.27161 2.06882 -0.72864 0.0 0.0 0.0 -0.72
C -3.45972 2.72974 -0.46079 0.0 0.0 0.0 -0.54
C -4.61588 1.98507 -0.24565 0.0 0.0 0.0 -1.13
C -4.57894 0.59765 -0.28403 0.0 0.0 0.0 -0.63
C -1.66766 -2.43512 2.57955 0.0 -0.5 -0.2 3.28
O -1.00215 -2.97313 1.49040 -1.5 -0.5 0.9 -1.05
C -0.49420 -1.65655 3.16902 -0.6 0.7 -0.2 0.55
C -0.09428 -0.40365 2.45806 -0.4 -0.1 0.3 -1.05
C 1.13437 0.09543 2.51375 0.1 -0.2 0.0 -1.47
C 2.19490 -0.71440 3.13620 0.1 -0.5 -0.1 0.36
C 1.75023 -1.77863 4.15645 0.3 -0.2 -0.4 -0.72
C 0.33626 -2.22959 4.01896 0.4 -0.1 0.4 -1.44
C -2.19846 -3.54837 3.49156 0.0 0.2 0.2 -1.25
C -2.64098 -3.29906 4.79286 0.0 0.0 0.0 0.41
C -3.13463 -4.32346 5.58699 0.0 0.0 0.0 -1.05
C -3.19548 -5.62264 5.09501 0.0 0.0 -0.1 -0.42
C -2.74922 -5.88277 3.80626 0.0 0.1 0.0 -1.06
C -2.24847 -4.85095 3.01341 -0.1 -0.1 0.0 0.12
H -5.73681 -2.54911 4.45879 0.0 0.0 -0.1 0.35
H -5.09564 -3.67475 3.24541 -0.1 0.1 0.0 0.25
H -6.73246 -2.99343 3.04479 0.1 0.0 0.0 0.46
H -6.12114 -0.12494 3.78626 0.0 0.0 -0.1 0.41
H -6.99818 -0.57938 2.30115 0.1 0.0 0.1 0.32
H -5.54245 0.44677 2.20903 0.0 0.0 0.0 0.42
H -2.50866 -0.60437 1.73133 0.2 0.3 0.1 -0.11
H -3.41085 -3.27171 0.88666 0.0 -0.1 0.0 1.01
H -4.48250 -4.11510 -0.58186 0.0 0.0 -0.1 0.36
H -5.99265 -5.09170 -2.24129 0.0 0.1 0.0 0.41
H -6.77580 -3.74594 -4.17692 0.0 0.0 0.0 0.38
H -5.98947 -1.40342 -4.42097 0.0 0.0 0.0 0.44
H -4.45717 -0.43407 -2.76583 0.0 0.0 0.0 0.55
H -1.31382 0.18452 -1.01671 0.0 0.0 -0.1 0.00
H -1.36199 2.62803 -0.92767 -0.1 -0.1 0.0 0.30
H -3.48976 3.81305 -0.42895 0.0 0.0 0.0 0.43
H -5.55682 2.49104 -0.05337 0.1 0.0 0.0 0.39
H -5.48679 0.02688 -0.13737 0.0 0.0 0.0 0.81
H -0.82991 0.15733 1.88973 -0.1 0.0 0.2 0.37
H 1.38604 1.01075 1.99822 0.0 0.1 0.0 0.54
H 3.02442 -0.12790 3.53197 0.1 0.0 -0.1 0.70
H 2.03066 -1.60657 5.19178 0.2 0.0 0.0 0.62
H 0.08903 -3.16098 4.51783 0.0 0.1 0.0 0.47
H -2.59911 -2.28881 5.18267 0.0 0.0 0.0 0.42
H -3.47434 -4.10894 6.59429 0.0 0.0 0.0 0.38
H -3.57453 -6.42552 5.71674 0.0 0.0 0.0 0.40
H -2.77867 -6.89360 3.41629 0.0 0.0 0.0 0.40
H -1.87338 -5.04112 2.01640 0.0 0.0 0.0 0.49
N 1.12755 1.59142 -6.83358 0.1 0.1 -0.1 -0.59
C 0.53400 0.86953 -6.16516 -0.3 -0.3 0.4 -0.03
C -0.22045 -0.03926 -5.32431 0.4 0.3 -0.2 0.69
C -1.47192 -0.48963 -5.72161 -0.1 0.0 -0.2 -0.44
C -2.13057 -1.39841 -4.92143 -0.1 0.0 -0.1 -0.78
C -1.51919 -1.82816 -3.75395 0.2 -0.1 0.2 -0.56
N -0.32585 -1.38056 -3.34803 0.1 0.2 -0.1 -0.28
C 0.30743 -0.50001 -4.12117 -0.1 -0.3 0.2 -0.31
H -1.90304 -0.13621 -6.65008 0.0 0.0 0.0 0.49
H -3.10863 -1.77833 -5.18800 0.1 0.0 0.0 0.49
H -1.99973 -2.54139 -3.09418 0.0 0.1 0.0 0.76
H 1.27795 -0.15781 -3.77786 0.0 0.0 0.0 0.50
O 4.33368 -4.52335 4.32378 0.1 -0.1 0.0 -0.70
S 4.08563 -3.11564 4.21144 -0.2 -0.1 0.0 1.22
O 4.23357 -2.32120 5.41133 0.0 -0.1 -0.1 -0.68
N 2.62119 -2.83064 3.48059 -0.2 0.6 -0.1 -0.26
C 2.77795 -1.92078 2.22082 -0.4 0.1 0.3 1.32
S 1.90360 -2.39691 0.69273 0.9 0.1 -0.1 -0.80
C 4.26381 -1.85136 1.95119 0.0 -0.1 0.2 -1.09
C 4.88126 -1.27197 0.85089 0.0 0.1 -0.1 -0.18
C 6.26537 -1.26752 0.77934 0.0 0.1 0.0 -0.74
C 7.04746 -1.84529 1.78431 0.0 0.0 -0.1 -0.52
C 6.44261 -2.44361 2.87077 -0.2 -0.1 0.1 -0.74
C 5.05378 -2.43473 2.92408 0.1 0.2 -0.2 0.38
H 4.25203 -0.87833 0.05977 0.1 0.1 0.0 0.43
H 6.75685 -0.81366 -0.07280 0.0 0.0 0.0 0.44
H 8.12910 -1.84604 1.70128 -0.1 0.0 0.0 0.38
H 7.02213 -2.90351 3.66309 0.0 0.0 -0.1 0.42
C 4.95948 3.26509 0.44880 0.0 0.0 0.0 -1.93
C 3.67006 4.01813 0.07573 0.1 0.0 0.2 2.79
C 2.72672 3.84586 1.28201 0.0 0.1 0.0 -1.84
C 4.01938 5.51009 -0.08615 0.1 0.0 0.0 -1.86
Si 2.88645 3.32348 -1.52345 -0.4 -0.1 0.0 -1.41
Br 1.68348 1.49667 -0.86732 0.3 0.0 -0.1 0.17
C 4.15173 2.72169 -2.81423 0.2 0.0 -0.1 3.28
C 3.46846 2.46703 -4.16399 0.0 -0.1 -0.1 -2.11
C 5.25757 3.77395 -3.03679 0.0 0.0 0.0 -1.84
C 4.80707 1.40012 -2.38665 0.1 -0.1 0.0 -2.07
C 1.54051 4.48195 -2.25173 0.0 0.1 0.0 2.76
C 2.17737 5.67904 -2.98499 0.0 0.0 0.0 -1.78
C 0.63513 5.00773 -1.12400 0.0 0.1 0.0 -1.98
C 0.62100 3.75818 -3.25222 -0.1 0.0 0.0 -1.93
H 5.26670 3.56634 1.45782 0.0 0.0 -0.1 0.60
H 5.78880 3.48180 -0.22702 -0.1 0.0 0.1 0.31
H 4.80387 2.18615 0.47239 0.0 0.0 0.1 0.23
H 3.15997 4.37167 2.14329 0.0 0.0 -0.1 0.55
H 2.62995 2.79337 1.55136 0.0 0.1 0.0 0.35
H 1.72459 4.24364 1.11637 0.1 0.0 0.0 0.31
H 4.55303 5.84760 0.81254 0.0 0.0 -0.1 0.53
H 3.13378 6.14003 -0.19533 0.1 -0.1 0.0 0.32
H 4.67301 5.69183 -0.94783 -0.1 0.0 0.1 0.31
H 3.17893 3.38851 -4.67409 0.0 -0.1 0.0 0.39
H 2.57586 1.84904 -4.05889 0.0 0.0 0.0 -0.03
H 4.16388 1.93108 -4.82225 -0.1 0.1 0.0 0.64
H 4.85072 4.75351 -3.31136 0.1 -0.1 0.0 0.31
H 5.90581 3.44321 -3.85853 -0.1 0.0 0.1 0.52
H 5.88916 3.90893 -2.15762 0.0 0.0 -0.1 0.28
H 4.07675 0.59457 -2.28766 0.0 0.0 0.0 0.22
H 5.34298 1.48312 -1.44239 0.0 0.0 0.0 0.32
H 5.53266 1.10386 -3.15646 -0.1 0.0 0.1 0.60
H 2.77396 6.30998 -2.32087 -0.1 0.0 -0.1 0.29
H 1.38602 6.30437 -3.41800 0.0 0.0 0.1 0.51
H 2.82020 5.35412 -3.80778 -0.1 0.1 0.0 0.30
H 1.16736 5.63696 -0.40768 -0.1 0.0 -0.1 0.34
H 0.16574 4.18736 -0.57236 0.0 0.1 0.0 0.10
H -0.16609 5.61522 -1.56506 0.1 -0.1 0.0 0.64
H 1.12617 3.52125 -4.18620 -0.1 0.0 0.0 0.48
H -0.21986 4.42127 -3.49654 0.1 -0.1 0.0 0.60
H 0.20344 2.83430 -2.84017 0.0 0.1 -0.1 0.08
```
Positions in Å, forces in eV/Å.



No. 2
Formula: C5H11NO
Source: the OMol25 dataset
Level of theory: ωB97M-V/def2-TZVPD

Output
- Energy above the lowest of the compared OMol25 structures with the same formula, charge and spin: 85.7 kcal per mole
- Maximum force: 4.11 eV/A

Geometry as XYZ:
```
18
Properties=species:S:1:pos:R:3:forces:R:3:nbo_charge:R:1
C 2.04674 -0.14278 -1.02243 -0.5 0.2 -0.3 -0.62
C 1.09237 0.96533 -1.47390 -0.8 -0.1 -0.7 -0.22
N -0.33228 0.56023 -1.51051 0.0 0.5 1.1 -0.62
C -2.12770 -0.18326 -0.18909 -0.3 0.6 1.3 -0.49
C -1.15527 0.73150 -0.34968 -0.9 -1.3 -3.8 -0.02
C 0.16175 0.07218 1.59654 0.2 -0.9 0.9 0.51
O 0.57074 1.11733 1.59621 0.6 0.8 0.5 -0.52
H 3.07953 0.20995 -1.01801 0.0 -0.1 0.0 0.22
H 1.94968 -1.01572 -1.67779 0.2 0.2 0.0 0.20
H 1.74964 -0.46664 -0.03602 0.3 -0.2 0.3 0.20
H 1.30370 1.28313 -2.49931 0.4 0.0 0.1 0.19
H 1.16402 1.85775 -0.85735 0.1 0.0 0.2 0.20
H -0.43777 -0.40125 -1.80517 0.2 0.1 -0.2 0.36
H -1.11698 -2.77541 4.71076 -0.1 0.0 0.0 0.00
H -2.64325 -0.23968 0.76679 -0.5 0.4 -0.4 0.20
H -2.39613 -0.93653 -0.92247 0.6 -0.2 0.2 0.20
H -1.17541 1.72710 0.03748 0.4 0.1 0.9 0.21
H -1.73339 -2.36323 4.65395 0.1 0.0 0.0 0.00
```
Positions in Å, forces in eV/Å.



No. 3
Formula: C6H10N
Source: the OMol25 dataset
Level of theory: ωB97M-V/def2-TZVPD

Output
- 2S+1: 3
- Net charge: +1
- Energy above the lowest of the compared OMol25 structures with the same formula, charge and spin: 31.3 kcal per mole
- Maximum force: 5.00 eV/A

Geometry as XYZ:
```
17
Properties=species:S:1:pos:R:3:forces:R:3:lowdin_spin:R:1
C -0.89769 -2.20100 -0.82403 -3.7 0.7 3.3 0.44
C -1.04747 -1.15199 0.11122 -1.8 -3.8 -1.4 0.21
C 0.84507 -0.72738 -0.99715 2.8 -1.2 1.6 0.11
C 0.31554 -2.03936 -1.46068 1.1 3.1 0.1 0.64
C -0.39510 1.99180 -0.05861 1.2 0.1 -3.1 0.04
C 0.17951 0.88920 0.69905 2.1 0.4 0.5 0.05
N -0.03203 -0.34114 0.06917 0.3 0.3 -0.5 0.38
H -1.66152 -2.97858 -0.89180 0.5 0.2 -0.3 0.01
H -1.83978 -1.16045 0.77820 -1.2 0.6 1.3 0.01
H 1.79741 -0.84424 -0.42245 0.1 -0.2 -1.0 0.03
H 1.02372 0.07311 -1.64898 0.0 1.0 -1.5 0.03
H 0.80825 -2.68882 -2.03394 1.8 -2.4 -2.1 0.04
H -1.40024 1.90600 0.00552 -3.4 0.4 0.4 0.00
H -0.00428 2.88063 0.37270 0.0 1.1 -0.2 0.00
H -0.22509 1.85325 -1.17147 0.4 0.7 1.2 0.00
H -0.15125 0.97222 1.69267 -0.6 -0.6 1.4 0.00
H 1.24323 1.09895 0.70559 0.5 -0.5 0.2 0.01
```
Positions in Å, forces in eV/Å.